(1)
Density functional theory data (ωB97M-V/def2-TZVPD) for C24H18FeN6O2S2 as an isolated structure.

Orbital gap (spin up / spin down), eV: 6.135 / 5.910
HOMO level (spin up / spin down), eV: -7.57 / -7.57
Maximum force, eV/Å: 1.85
2S+1: 5
Charge: 0

```
53
C24H18FeN6O2S2 | OMol25 | ωB97M-V/def2-TZVPD
Fe 1.0718 -0.8846 -0.6097
S -0.8827 -2.8503 3.5261
S 0.5622 -3.3039 0.9229
O -0.4305 4.3053 4.0980
O -1.3115 5.2137 2.2275
N -1.2403 -1.4049 1.3786
N -0.4774 -1.1704 -2.4863
N 1.0601 1.1895 -2.0360
N 0.7562 1.0722 0.5507
N -0.9947 -1.0823 0.1111
N 2.4044 -0.7596 1.4040
C -0.2132 3.1418 2.0641
C 0.6085 2.0808 -4.2056
C 1.2778 1.2273 -3.3427
C 0.9483 1.0666 1.8701
C -0.5696 2.9220 -2.3123
C -1.2222 -1.1238 -4.7555
C -1.9793 -0.8295 -0.6853
C -0.2575 -1.3277 -3.7824
C -2.7393 -0.5524 -3.0135
C 3.2239 -1.7348 1.7738
C -0.5351 -2.3925 1.8453
C 0.1393 2.0939 -0.0444
C 0.1809 2.0607 -1.5123
C -0.3548 2.9278 -3.6778
C 2.7888 -1.3686 4.0835
C -1.5284 -4.5334 3.2414
C -0.3852 3.1512 0.6911
C 0.4741 2.1062 2.6716
C -0.7279 4.3895 2.9165
C 3.4512 -2.0804 3.0959
C -1.7162 -0.8086 -2.0933
C 1.9484 -0.3347 3.7099
C 1.7786 -0.0476 2.3577
C -2.4880 -0.7062 -4.3594
H -0.9965 -1.2885 -5.7964
H 2.9330 -1.6085 5.1262
H 2.0397 0.5538 -3.7147
H -0.8829 3.9932 0.2390
H -2.5300 -4.4542 2.8246
H -1.3070 3.5734 -1.8734
H 1.4174 0.2304 4.4556
H 4.1118 -2.8960 3.3416
H -3.2633 -0.5210 -5.0873
H -0.8695 -5.0756 2.5690
H 0.8326 2.0826 -5.2605
H 0.7347 -1.6572 -4.0621
H -1.5647 -5.0104 4.2153
H -3.7087 -0.2543 -2.6487
H -3.0073 -0.7938 -0.3357
H -0.9127 3.5899 -4.3228
H 0.6304 2.1451 3.7372
H 3.7222 -2.2612 0.9697
```


(2)
Density functional theory data (ωB97M-V/def2-TZVPD) for C2H10N4O2 as an isolated structure.

Orbital gap, eV: 8.221
HOMO level, eV: -7.37
Energy relative to the best compared isomer or geometry (same formula, charge and spin), kcal per mole: 267.27
Maximum force, eV/Å: 0.62
2S+1: 1
Charge: 0

```
18
C2H10N4O2 | OMol25 | ωB97M-V/def2-TZVPD
O -2.3191 -1.5062 -0.0895
O 2.3381 -1.4418 0.3310
N -0.0371 0.0119 0.6988
N 1.7544 -0.1806 0.0606
N 0.0377 -0.1015 -0.6915
N -1.7519 -0.2105 -0.0285
C -2.6936 0.8576 -0.2279
C 2.6822 0.9177 0.0825
H -3.4379 0.9048 0.5803
H 2.0985 1.8261 -0.0664
H -3.2168 0.7540 -1.1854
H -2.1218 1.7856 -0.2294
H -2.6794 -1.6799 0.7949
H -0.0170 -0.9166 1.1321
H 0.0299 -1.0884 -0.9678
H 3.4266 0.8422 -0.7234
H 3.2056 0.9779 1.0435
H 2.7015 -1.7524 -0.5137
```


(3)
Density functional theory data (ωB97M-V/def2-TZVPD) for one molecule with the formula C22H26N8.

Orbital gap, eV: 7.508
HOMO level, eV: -7.51
Maximum force, eV/Å: 1.66
2S+1: 1
Charge: 0
SMILES: Cc1ccc2nc(N3CCN(Cc4nnnn4C4CCCC4)CC3)c(C#N)cc2c1

```
56
C22H26N8 | OMol25 | ωB97M-V/def2-TZVPD
N 4.3463 1.4490 1.2064
N -0.5381 -0.1497 -1.3767
N 2.5550 0.9116 0.1705
N -0.3414 1.3180 1.0766
N 3.3135 1.8639 1.9463
N 3.8825 0.8971 0.1694
N -2.0404 2.3480 -4.0117
N -1.9494 -1.9001 -1.6511
C -2.9180 -2.5727 -2.2820
C 3.6183 1.4039 4.3272
C -1.5980 -0.6799 -2.0253
C -0.1093 1.2275 -1.4070
C -3.2460 -3.8755 -1.8480
C 5.1282 1.2647 4.4917
C -3.2964 -0.7185 -3.7603
C 5.6013 2.7130 4.4255
C -6.0024 -4.8795 -4.2305
C -0.5848 -0.1113 1.0506
C 2.1827 1.5093 1.2789
C -0.0210 -0.8122 -0.1956
C -4.9408 -4.0502 -3.5749
C -2.0924 1.2894 -3.5642
C -0.6821 1.9560 -0.1784
C 4.7606 3.3181 3.2965
C 0.8049 1.7955 1.7944
C -4.6418 -2.7851 -4.0074
C 3.4648 2.4839 3.2390
C -3.6375 -2.0253 -3.3786
C -2.2969 -0.0258 -3.1069
C -4.2261 -4.5840 -2.4809
H -0.1739 -0.5617 1.9552
H 3.1696 1.7597 5.2553
H -2.7004 -4.2875 -1.0135
H -5.5742 -5.8024 -4.6206
H -6.4688 -4.3391 -5.0502
H 5.4026 0.7694 5.4209
H -1.7772 1.9565 -0.2547
H -0.3400 2.9914 -0.1645
H 0.7075 2.8870 1.8774
H -1.6725 -0.2533 1.0569
H 5.3855 3.2156 5.3699
H 1.0682 -0.7342 -0.2182
H 0.9840 1.2300 -1.3591
H -0.4257 1.7255 -2.3188
H 2.5733 3.0957 3.4037
H 6.6673 2.7964 4.2271
H 5.5413 0.7017 3.6540
H -5.1730 -2.3485 -4.8423
H -4.4709 -5.5823 -2.1455
H 0.7463 1.3865 2.8125
H 3.1333 0.4692 4.0449
H 5.2865 3.2182 2.3475
H -3.8283 -0.2400 -4.5724
H 4.5473 4.3724 3.4645
H -6.7721 -5.1500 -3.5082
H -0.3313 -1.8553 -0.2153
```


(4)
Density functional theory data (ωB97M-V/def2-TZVPD) for C6H15AlNO as an isolated structure.

Orbital gap, eV: 7.692
HOMO level, eV: -4.56
Energy relative to the best compared isomer or geometry (same formula, charge and spin), kcal per mole: 0.00
Maximum force, eV/Å: 4.11
2S+1: 1
Charge: -1

```
24
C6H15AlNO | OMol25 | ωB97M-V/def2-TZVPD
Al -3.6901 -0.4701 -0.0979
O 2.4519 -0.2043 2.0481
N 2.7103 0.7994 -0.0487
C -1.6509 -0.6401 0.0546
C 0.1925 1.0573 -0.6886
C 1.5476 1.7438 -0.1533
C 2.0736 -1.7967 0.1611
C 2.4080 -0.3565 0.7975
C -0.8802 0.7170 0.4577
H -4.0890 -0.4962 -1.6602
H -1.6615 1.5636 0.4727
H -1.4552 -1.4047 0.8981
H 1.3954 2.3703 0.7987
H -0.3063 1.8370 -1.3753
H -0.4170 0.6706 1.5087
H 2.8371 0.4430 -1.0167
H 2.6869 -1.9271 -0.8029
H 0.9544 -1.8955 -0.0916
H -1.2557 -1.0439 -0.9497
H -4.2888 0.8514 0.5548
H 1.8477 2.5145 -0.9582
H 0.5141 0.1472 -1.3018
H -4.3015 -1.8307 0.5248
H 2.3766 -2.6495 0.8682
```